{"formula": "C24H28N6O3S", "method": "ωB97M-V/def2-TZVPD", "elements": ["C", "C", "C", "C", "C", "N", "C", "O", "C", "C", "N", "N", "C", "S", "C", "C", "O", "N", "C", "C", "C", "C", "N", "C", "C", "O", "C", "C", "C", "C", "N", "C", "C", "C", "H", "H", "H", "H", "H", "H", "H", "H", "H", "H", "H", "H", "H", "H", "H", "H", "H", "H", "H", "H", "H", "H", "H", "H", "H", "H", "H", "H"], "coordinates": [[-8.293, -3.008, -2.362], [-7.280, -2.341, -1.483], [-5.923, -2.604, -1.618], [-4.997, -1.994, -0.795], [-5.412, -1.102, 0.189], [-4.426, -0.523, 1.001], [-4.556, 0.434, 1.944], [-5.575, 0.996, 2.275], [-3.194, 0.780, 2.581], [-2.292, 1.275, 1.520], [-1.579, 0.520, 0.731], [-0.946, 1.315, -0.151], [-1.290, 2.552, 0.110], [-0.758, 3.977, -0.722], [0.132, 3.232, -2.128], [1.578, 2.864, -1.784], [2.501, 3.560, -2.151], [1.661, 1.720, -1.077], [2.803, 1.086, -0.575], [4.097, 1.546, -0.786], [5.177, 0.855, -0.271], [5.010, -0.315, 0.476], [6.068, -0.999, 1.066], [7.413, -0.463, 1.028], [8.164, -0.929, -0.227], [8.195, -2.339, -0.289], [6.891, -2.876, -0.275], [6.120, -2.447, 0.983], [3.697, -0.752, 0.697], [2.619, -0.072, 0.179], [-2.159, 2.589, 1.162], [-2.802, 3.736, 1.736], [-6.768, -0.830, 0.335], [-7.682, -1.447, -0.497], [-7.812, -3.534, -3.182], [-8.985, -2.275, -2.773], [-8.875, -3.727, -1.786], [-5.584, -3.294, -2.377], [-3.943, -2.206, -0.913], [-3.478, -0.820, 0.793], [-2.772, -0.123, 3.023], [-3.349, 1.530, 3.355], [0.138, 4.006, -2.895], [-0.445, 2.368, -2.454], [0.776, 1.278, -0.811], [4.258, 2.441, -1.362], [6.162, 1.244, -0.473], [7.389, 0.623, 1.094], [7.938, -0.852, 1.908], [9.205, -0.603, -0.205], [7.674, -0.529, -1.128], [7.009, -3.960, -0.309], [6.337, -2.540, -1.167], [5.118, -2.870, 0.953], [6.640, -2.822, 1.870], [3.516, -1.627, 1.302], [1.616, -0.429, 0.366], [-2.319, 4.015, 2.675], [-3.853, 3.512, 1.921], [-2.724, 4.567, 1.037], [-7.098, -0.139, 1.092], [-8.734, -1.230, -0.376]], "largest_force_ha_per_bohr": 0.0216, "lumo_energy_ha": 0.017, "gap_ev": 7.63, "homo_ev": -7.172}


{"formula": "C23H54BrF2N4NbO12P", "method": "ωB97M-V/def2-TZVPD", "elements": ["C", "C", "C", "C", "O", "Nb", "Br", "C", "C", "O", "C", "O", "C", "C", "O", "N", "C", "O", "F", "C", "O", "F", "P", "O", "O", "O", "H", "H", "H", "H", "H", "H", "H", "H", "H", "H", "H", "H", "H", "H", "H", "H", "H", "H", "H", "H", "H", "C", "C", "C", "O", "C", "N", "H", "H", "H", "H", "H", "H", "H", "H", "H", "H", "H", "C", "C", "C", "O", "C", "N", "H", "H", "H", "H", "H", "H", "H", "H", "H", "H", "H", "C", "C", "C", "O", "C", "N", "H", "H", "H", "H", "H", "H", "H", "H", "H", "H", "H"], "coordinates": [[0.563, 5.658, -0.184], [-0.815, 5.480, -0.941], [-1.646, 4.391, -0.191], [-1.538, 2.954, -0.828], [-1.016, 1.960, 0.044], [-2.340, 0.616, 0.798], [-3.201, -0.102, -1.603], [-0.806, -1.047, 0.547], [0.167, -0.776, -0.651], [0.743, -2.009, -1.100], [-4.086, 2.110, 0.944], [-4.961, 2.016, -0.216], [-5.312, 3.216, -0.726], [-5.169, 3.350, -2.263], [-5.673, 4.166, -0.104], [-1.665, 1.156, 2.749], [-0.668, 2.175, 2.759], [-0.949, 3.240, 3.131], [0.604, 1.965, 2.404], [-1.350, 0.101, 3.610], [-0.252, -0.208, 3.866], [-2.318, -0.573, 4.273], [-4.054, -1.134, 1.737], [-4.982, -1.541, 0.648], [-3.227, -2.524, 2.168], [-4.920, -0.583, 3.041], [1.363, 5.806, -0.931], [0.749, 4.721, 0.385], [0.504, 6.460, 0.575], [-1.392, 6.429, -0.873], [-0.671, 5.283, -2.019], [-1.311, 4.344, 0.862], [-2.722, 4.672, -0.163], [-0.808, 3.053, -1.669], [-2.509, 2.722, -1.305], [-0.260, -1.319, 1.474], [-1.392, -1.954, 0.254], [0.935, -0.071, -0.269], [-0.363, -0.329, -1.515], [0.357, -2.760, -0.633], [-4.703, 1.761, 1.810], [-3.767, 3.141, 1.192], [-6.113, 3.158, -2.805], [-4.409, 2.648, -2.668], [-4.813, 4.367, -2.521], [-3.635, -3.264, 1.687], [-4.456, 0.133, 3.502], [3.966, 0.927, -4.085], [2.842, 0.044, -3.549], [3.000, -1.443, -3.911], [2.657, -1.759, -5.254], [3.679, -1.513, -6.200], [1.557, 0.579, -4.010], [3.879, 1.115, -5.156], [3.950, 1.899, -3.588], [4.942, 0.474, -3.895], [2.870, 0.117, -2.457], [2.305, -2.012, -3.288], [4.006, -1.813, -3.673], [4.674, -1.707, -5.788], [3.617, -0.489, -6.575], [3.518, -2.184, -7.047], [0.807, 0.049, -3.571], [1.470, 0.349, -4.998], [-1.735, -6.264, 3.782], [-3.171, -6.078, 3.302], [-4.145, -7.137, 3.848], [-4.058, -8.403, 3.210], [-3.021, -9.238, 3.690], [-3.179, -6.037, 1.836], [-1.227, -7.084, 3.272], [-1.155, -5.360, 3.590], [-1.703, -6.457, 4.858], [-3.510, -5.105, 3.672], [-5.163, -6.785, 3.659], [-4.049, -7.246, 4.936], [-2.856, -9.110, 4.764], [-2.095, -9.056, 3.141], [-3.315, -10.274, 3.506], [-4.121, -5.814, 1.521], [-3.032, -6.987, 1.502], [5.434, 3.396, 1.531], [4.852, 2.265, 0.689], [5.878, 1.611, -0.255], [6.175, 2.372, -1.416], [7.134, 3.394, -1.226], [3.684, 2.770, -0.040], [5.581, 4.311, 0.956], [4.758, 3.641, 2.352], [6.395, 3.108, 1.967], [4.511, 1.490, 1.383], [5.447, 0.676, -0.623], [6.800, 1.342, 0.277], [7.903, 3.107, -0.502], [6.649, 4.322, -0.915], [7.616, 3.582, -2.187], [3.236, 1.995, -0.523], [4.029, 3.359, -0.796]], "largest_force_ha_per_bohr": 0.0868, "lumo_energy_ha": 0.036, "charge": -1, "gap_ev": 6.70, "homo_ev": -5.731}